Record 1
This record from the OMol25 dataset describes C3H8N2O2 in the gas phase. The level of theory is ωB97M-V/def2-TZVPD.

- total energy (eV) = -10315.6232
- structure (SMILES) = NC(=O)[C@@H](N)CO
- gap between HOMO and LUMO (eV) = 10.64
- max |F| (eV/A) = 2.2
- ΔE to the lowest compared entry with this formula, charge and spin (eV) = 1.329
- HOMO level (eV) = -9.84

Each line ends with the Löwdin charge.
Positions of all 15 atoms, in Å:
N1 1.51569 1.58220 -0.56234  0.150
C1 1.08032 0.34324 -0.18798  -0.513
O1 1.84390 -0.59771 -0.34728  0.042
C2 -0.28886 0.19886 0.45467  -0.296
N2 -1.10885 1.37619 0.16440  0.045
C3 -0.65633 -1.23192 -0.03828  -0.178
O2 -1.96387 -1.65100 0.47841  -0.094
H1 2.45093 1.53928 -0.96883  0.116
H2 1.00561 2.38199 -0.89929  0.092
H3 -0.10798 0.08766 1.54302  0.160
H4 -0.54294 2.22277 0.37642  0.076
H5 -1.82189 1.35492 0.89408  0.081
H6 0.03210 -1.94296 0.42196  0.117
H7 -0.63227 -1.36796 -1.12959  0.129
H8 -2.15964 -2.54795 0.19546  0.073

Cartesian forces (eV/Å) of the 3 atoms listed first:
N 1.106 0.604 -0.472
C 0.902 0.020 -0.286
O -0.358 0.157 0.388


Record 2
This record from the OMol25 dataset describes C19H28N2O5S in the gas phase. The level of theory is ωB97M-V/def2-TZVPD.

- total energy (eV) = -44211.1215
- structure (SMILES) = CC(C)(C)NC(=O)COC(=O)c1ccc(S(=O)(=O)N2CCCCCC2)cc1
- gap between HOMO and LUMO (eV) = 9.20
- max |F| (eV/A) = 1.2
- ΔE to the lowest compared entry with this formula, charge and spin (eV) = 0.654
- HOMO level (eV) = -9.41

Each line ends with the Löwdin charge.
Positions of all 55 atoms, in Å:
C1 0.44229 2.30384 3.84678  -0.041
C2 1.51170 3.38848 3.72712  -0.586
C3 0.86458 4.77393 3.67267  -0.031
C4 2.49191 3.30479 4.89935  -0.032
N1 2.23266 3.14498 2.47587  0.129
C5 3.24872 3.88032 2.00362  -0.462
O1 3.72998 4.85537 2.53792  0.068
C6 3.80986 3.38435 0.66144  -0.044
O2 3.15418 2.22046 0.17609  -0.017
C7 2.45694 2.32479 -0.96889  -0.431
O3 2.37092 3.33847 -1.61289  0.130
C8 1.80073 1.04301 -1.33823  -0.112
C9 1.86720 -0.08417 -0.52133  0.006
C10 1.23164 -1.24970 -0.90994  -0.039
C11 0.54414 -1.28627 -2.10866  -0.244
S1 -0.34241 -2.77690 -2.57718  0.666
O4 0.20246 -3.86654 -1.81676  -0.282
O5 -0.36399 -2.86219 -4.00612  -0.263
N2 -1.85722 -2.38363 -2.03372  -0.256
C12 -2.18795 -2.71975 -0.66691  -0.195
C13 -3.47897 -3.52193 -0.52103  -0.177
C14 -3.44964 -4.85740 -1.26324  -0.185
C15 -3.04884 -4.73702 -2.73792  -0.197
C16 -3.62627 -3.50044 -3.42438  -0.161
C17 -2.91028 -2.19385 -2.99915  -0.189
C18 0.47685 -0.17728 -2.93185  -0.034
C19 1.10543 0.99153 -2.54614  0.014
H1 -0.12616 2.44393 4.76193  0.087
H2 -0.24669 2.34954 3.00539  0.084
H3 0.89822 1.31597 3.87556  0.083
H4 1.63318 5.53156 3.55144  0.078
H5 0.17500 4.83811 2.83374  0.087
H6 0.31898 4.96918 4.59153  0.084
H7 2.95850 2.32271 4.93546  0.086
H8 1.97112 3.48030 5.83635  0.084
H9 3.26711 4.05619 4.78117  0.077
H10 1.95160 2.34166 1.93463  0.132
H11 4.86812 3.14547 0.79859  0.145
H12 3.72047 4.19437 -0.07093  0.135
H13 2.42088 -0.04551 0.40377  0.119
H14 1.27368 -2.14401 -0.30871  0.115
H15 -2.27213 -1.79078 -0.08355  0.125
H16 -1.34683 -3.29863 -0.28129  0.112
H17 -4.31777 -2.92139 -0.87513  0.105
H18 -3.63859 -3.70801 0.54347  0.116
H19 -4.44567 -5.30226 -1.19247  0.110
H20 -2.74927 -5.53125 -0.76693  0.114
H21 -3.39646 -5.62729 -3.26599  0.114
H22 -1.96233 -4.71370 -2.82815  0.082
H23 -4.69380 -3.42932 -3.20816  0.110
H24 -3.51213 -3.62363 -4.50144  0.109
H25 -2.43137 -1.74372 -3.86831  0.107
H26 -3.61930 -1.47003 -2.58663  0.126
H27 -0.05153 -0.25326 -3.86849  0.116
H28 1.07654 1.87655 -3.16343  0.125

Cartesian forces (eV/Å) of the 3 atoms listed first:
C 0.202 0.186 -0.063
C -0.037 0.181 0.254
C 0.116 -0.124 -0.003


Record 3
This record from the OMol25 dataset describes a molecular structure, C40H77Br3O27S5. The level of theory is ωB97M-V/def2-TZVPD.

- total energy (eV) = -362308.9437
- gap between HOMO and LUMO (eV) = 9.37
- max |F| (eV/A) = 4.9
- HOMO level (eV) = -9.69

Each line ends with the Löwdin charge.
Positions of all 152 atoms, in Å:
O1 -2.80081 6.17307 1.61689  0.088
C1 -2.51397 5.35410 0.74236  -0.472
O2 -3.28128 4.34847 0.38419  0.039
C2 -2.75652 3.58314 -0.67256  -0.144
C3 -1.68303 4.52587 -1.30314  -0.133
C4 -1.27485 5.41145 -0.11944  -0.075
H1 -3.52354 3.67328 -1.44174  0.120
H2 -2.18591 2.68169 -0.44919  0.127
H3 -2.11095 5.06336 -2.14937  0.123
H4 -0.85504 3.89225 -1.62101  0.078
H5 -0.95287 6.42666 -0.35135  0.118
H6 -0.42530 5.03029 0.44721  0.088
O3 3.77119 -8.10128 -0.10288  0.093
C5 2.86886 -7.62044 -0.77451  -0.511
O4 2.67320 -6.32535 -0.91018  0.049
C6 1.55182 -5.93433 -1.67591  -0.169
C7 0.94509 -7.23387 -2.07394  -0.141
C8 1.83210 -8.38140 -1.51386  -0.045
H7 1.88920 -5.24067 -2.44605  0.113
H8 0.76877 -5.44956 -1.09287  0.106
H9 0.93501 -7.25155 -3.16375  0.115
H10 -0.06361 -7.16707 -1.66631  0.103
H11 2.42289 -8.82221 -2.31682  0.131
H12 1.30429 -9.06432 -0.84817  0.131
O5 6.26547 -3.22538 -2.03176  0.087
C9 5.19574 -3.06686 -2.62725  -0.424
O6 5.11197 -3.12018 -3.98690  0.008
C10 3.79186 -2.85816 -4.52397  -0.134
C11 2.95963 -2.52713 -3.31500  -0.169
C12 3.79721 -2.80610 -2.08516  -0.059
H13 3.34802 -3.75146 -4.96343  0.123
H14 3.91500 -2.00248 -5.18785  0.125
H15 2.06546 -3.15047 -3.31973  0.093
H16 2.56774 -1.51003 -3.30840  0.113
H17 3.47829 -3.75200 -1.64736  0.113
H18 3.87426 -2.03255 -1.32110  0.103
O7 0.31125 3.18027 1.62024  0.077
C13 1.19461 3.15667 2.47602  -0.517
O8 1.46541 2.03907 3.04720  0.051
C14 2.34091 2.22209 4.16807  -0.102
C15 2.64097 3.74396 4.17010  -0.147
C16 2.01349 4.31250 2.96162  -0.075
H19 3.26783 1.72160 3.88800  0.115
H20 2.09304 1.74063 5.11403  0.140
H21 3.71940 3.84927 4.28838  0.121
H22 2.17615 4.10357 5.08810  0.121
H23 2.79267 4.59246 2.25268  0.118
H24 1.30126 5.11407 3.15737  0.144
O9 0.83216 -2.99279 -0.04860  0.088
C17 0.35647 -1.96987 -0.53903  -0.492
O10 0.95766 -0.80248 -0.47990  0.042
C18 0.09711 0.21774 -0.88449  -0.180
C19 -1.21383 -0.37388 -1.29383  -0.134
C20 -0.83945 -1.85251 -1.39002  -0.050
H25 0.52709 0.82040 -1.68450  0.118
H26 0.00771 0.90148 -0.04033  0.110
H27 -1.50920 -0.03804 -2.28784  0.033
H28 -1.96029 -0.11055 -0.54445  0.101
H29 -0.55483 -2.16019 -2.39621  0.147
H30 -1.54528 -2.54155 -0.92621  0.090
O11 5.33313 -0.70496 0.15755  0.070
C21 4.84266 0.44159 -0.03270  -0.393
O12 3.56467 0.71266 -0.50054  0.026
C22 3.38572 2.12946 -0.54712  -0.186
C23 4.41963 2.66012 0.35398  -0.179
C24 5.59547 1.72367 0.23778  -0.046
H31 2.42933 2.45913 -0.14124  0.115
H32 3.47207 2.53804 -1.55395  0.115
H33 4.09268 2.90923 1.36351  0.106
H34 4.55031 3.67231 -0.02878  0.113
H35 6.13503 1.60166 1.17697  0.135
H36 6.22006 1.79979 -0.65228  0.143
O13 -5.12650 1.13922 5.55510  -0.312
S1 -4.39746 1.82834 4.47411  0.649
O14 -3.96985 3.19122 4.56186  -0.270
O15 -3.15495 0.84534 4.13102  -0.275
C25 -2.10639 1.35986 3.38550  -0.260
C26 -1.45137 0.01989 2.88763  -0.018
C27 -5.38657 1.56964 2.93888  -0.102
H37 -1.46343 1.96793 4.02185  0.118
H38 -2.50218 1.99166 2.59035  0.103
H39 -0.87219 0.15282 1.97386  0.049
H40 -2.14493 -0.70875 2.46792  0.072
H41 -0.77984 -0.38685 3.64374  0.063
H42 -6.35569 2.04924 3.07630  0.071
H43 -5.54045 0.49712 2.81996  0.069
H44 -4.73720 1.92341 2.13810  0.036
O16 1.32356 3.13905 -2.84975  -0.325
S2 1.26754 4.47597 -3.46670  0.699
O17 0.18061 4.77330 -4.42039  -0.327
O18 1.18538 5.65638 -2.27613  -0.261
C28 1.95343 5.46519 -1.10247  -0.318
C29 2.09621 6.80666 -0.42990  -0.050
C30 2.89617 4.95830 -4.33134  -0.062
H45 2.95419 5.09490 -1.32488  0.105
H46 1.54341 4.70595 -0.43649  0.093
H47 2.76472 7.31592 -1.12405  0.079
H48 2.55574 6.94883 0.54822  0.083
H49 1.17556 7.38988 -0.41125  0.079
H50 3.71647 4.33015 -3.98400  0.058
H51 3.01009 5.99875 -4.02707  0.060
H52 2.82755 4.85653 -5.41441  0.067
O19 -4.11024 0.31991 -2.70182  -0.366
S3 -4.96684 0.56782 -1.56056  0.660
O20 -4.38519 0.72016 -0.22173  -0.311
O21 -5.73943 1.97295 -1.92953  -0.272
C31 -6.40050 2.68863 -0.91317  -0.277
C32 -7.87773 2.88577 -1.30944  -0.054
C33 -6.39684 -0.57969 -1.58045  -0.074
H53 -5.80725 3.58443 -0.72962  0.118
H54 -6.50632 2.09196 -0.00714  0.101
H55 -7.94888 3.27722 -2.32423  0.079
H56 -8.44911 3.51490 -0.62693  0.082
H57 -8.39346 1.92794 -1.37786  0.065
H58 -6.06724 -1.57873 -1.86574  0.067
H59 -7.27772 -0.12540 -2.03408  0.065
H60 -6.69308 -0.55498 -0.53177  0.062
O22 -4.35843 -3.84631 -1.08078  -0.304
S4 -3.40225 -4.88963 -0.71683  0.717
O23 -2.03109 -4.91207 -1.24546  -0.310
O24 -3.25884 -4.92088 1.00186  -0.278
C34 -2.15836 -4.16384 1.54289  -0.283
C35 -2.44847 -4.03534 3.01052  -0.070
C36 -4.20929 -6.50759 -0.78229  -0.106
H61 -1.99506 -3.15558 1.16230  0.101
H62 -1.24938 -4.73641 1.35842  0.119
H63 -1.56244 -3.85771 3.62003  0.087
H64 -2.71225 -5.01085 3.41906  0.075
H65 -3.32736 -3.44273 3.26441  0.085
H66 -5.11092 -6.45014 -1.39208  0.068
H67 -4.60037 -6.71093 0.21461  0.068
H68 -3.53602 -7.30760 -1.09017  0.072
O25 1.13071 -1.79362 4.51697  -0.336
S5 2.52208 -2.05828 4.02722  0.702
O26 3.62403 -1.66018 4.90851  -0.329
O27 2.71605 -3.63400 3.60675  -0.285
C37 4.09173 -4.04701 3.31202  -0.258
C38 4.48474 -4.70469 4.55768  -0.097
C39 2.79879 -1.23405 2.32920  -0.065
H69 4.80358 -3.26844 3.03781  0.124
H70 3.95778 -4.74947 2.48939  0.131
H71 4.67576 -4.00212 5.36885  0.075
H72 5.46551 -5.17362 4.47836  0.090
H73 3.65178 -5.30363 4.92584  0.093
H74 2.17713 -0.34778 2.20207  0.048
H75 2.58895 -1.97814 1.56083  0.051
H76 3.85742 -0.97530 2.30808  0.046
C40 -1.66313 2.55521 -5.89128  -1.541
Br1 -3.23561 2.28959 -7.09671  0.531
Br2 0.05416 2.03347 -6.72361  0.546
Br3 -1.97966 1.73118 -4.20137  0.713
H77 -1.62163 3.61368 -5.63431  -0.050

Cartesian forces (eV/Å) of the 3 atoms listed first:
O 0.209 -1.945 -1.555
C 0.782 3.323 1.951
O -1.180 -1.113 1.399


Record 4
This record from the OMol25 dataset describes 2 unconnected molecules or ions with the total composition C3H7ClOS. The level of theory is ωB97M-V/def2-TZVPD.

- total energy (eV) = -28627.4642
- gap between HOMO and LUMO (spin up / spin down) (eV) = 8.19 / 8.19
- max |F| (eV/A) = 4.8
- ΔE to the lowest compared entry with this formula, charge and spin (eV) = 2.312
- HOMO level (spin up / spin down) (eV) = -8.10 / -8.10

Each line ends with the Löwdin charge.
Positions of all 13 atoms, in Å:
C1 1.08057 -0.28192 -0.12162  -0.129
C2 -0.33040 -0.25183 -0.42995  -0.281
C3 -1.11630 0.87143 0.29804  -0.350
O1 -1.41353 0.84174 1.59288  0.006
S1 -3.32612 0.87596 -0.79697  0.106
Cl1 -3.84155 -0.67236 0.33562  -0.022
H1 1.38909 -0.64782 0.81590  0.064
H2 1.65183 -1.11817 -0.69854  0.117
H3 1.54806 0.55414 -0.62755  0.083
H4 -0.55436 0.02186 -1.51722  0.133
H5 -0.78384 -1.17235 -0.18719  0.088
H6 -1.14049 1.80161 -0.18916  0.061
H7 -1.41633 -0.07444 1.94006  0.125

Cartesian forces (eV/Å) of the 3 atoms listed first:
C 3.271 -1.796 -2.943
C -3.084 2.078 -1.051
C -1.515 -1.675 -0.950


Record 5
This record from the OMol25 dataset describes 2 unconnected molecules or ions with the total composition C3H7O3. The level of theory is ωB97M-V/def2-TZVPD.

- total energy (eV) = -9368.0735
- gap between HOMO and LUMO (eV) = 7.54
- charge = -1
- max |F| (eV/A) = 0.8
- ΔE to the lowest compared entry with this formula, charge and spin (eV) = 1.085
- HOMO level (eV) = -3.94

Each line ends with the Löwdin charge.
Positions of all 13 atoms, in Å:
O1 0.48234 -0.37550 1.28491  -0.102
C1 2.87730 -0.44967 0.76232  -0.105
C2 1.76663 -0.81305 1.73187  -0.343
H1 0.51435 0.60052 1.20274  0.099
H2 2.66609 -0.87391 -0.23368  0.072
H3 3.84160 -0.84999 1.11795  0.068
H4 2.96483 0.64569 0.66681  0.083
H5 1.67800 -1.91266 1.82388  0.106
H6 1.98486 -0.40758 2.73856  0.111
O2 2.26170 4.46335 2.37037  -0.176
O3 0.46820 4.30545 0.96563  -0.177
C3 1.37158 4.91210 1.60022  -0.708
H7 1.38550 6.01991 1.45792  0.072

Cartesian forces (eV/Å) of the 3 atoms listed first:
O 0.378 0.631 0.020
C 0.144 0.068 -0.201
C -0.270 -0.234 0.194


Record 6
This record from the OMol25 dataset describes a molecular structure, C32H26N5S5Y. The level of theory is ωB97M-V/def2-TZVPD.

- total energy (eV) = -96277.5685
- gap between HOMO and LUMO (spin up / spin down) (eV) = 5.88 / 5.86
- max |F| (eV/A) = 0.6
- ΔE to the lowest compared entry with this formula, charge and spin (eV) = 4.149
- HOMO level (spin up / spin down) (eV) = -6.04 / -6.02

Each line ends with the Löwdin charge.
Positions of all 69 atoms, in Å:
Y1 -0.33826 0.04824 -0.02515  0.986
S1 2.14142 -1.23664 -0.22531  0.605
C1 1.55226 -2.87852 -0.34090  -0.677
C2 2.16877 -3.89961 0.39169  -0.112
C3 1.73804 -5.21018 0.30659  -0.080
C4 0.67066 -5.55874 -0.51405  -0.093
C5 0.03951 -4.56947 -1.24693  -0.118
C6 0.47483 -3.24982 -1.16416  -0.545
S2 -0.47024 -2.03215 -2.05134  0.924
C7 0.59364 -1.51830 -3.41431  -0.375
C8 1.33919 -0.21330 -3.29758  -0.347
C9 2.35684 0.00473 -4.22351  -0.014
C10 3.09484 1.16700 -4.16630  -0.036
C11 2.80082 2.08136 -3.16837  -0.070
C12 1.76944 1.79303 -2.29280  -0.589
C13 2.38941 2.24465 0.36660  -0.711
S3 1.17708 1.80182 1.64994  0.811
C14 2.01840 0.56249 2.60913  -0.583
C15 3.33378 0.74722 3.00439  -0.107
C16 3.98866 -0.24844 3.71105  -0.090
C17 3.30503 -1.41049 4.03675  -0.086
C18 1.98135 -1.57661 3.66438  -0.124
C19 1.30719 -0.59714 2.93772  -0.737
S4 -0.37706 -0.85543 2.46845  0.513
N1 1.02119 0.68315 -2.36269  0.001
H1 2.99165 -3.63682 1.04334  0.099
H2 2.23794 -5.96997 0.89426  0.104
H3 0.33194 -6.58366 -0.57705  0.100
H4 -0.80051 -4.80714 -1.88706  0.102
H5 -0.04891 -1.47202 -4.29698  0.090
H6 1.31160 -2.31929 -3.59131  0.100
H7 2.56363 -0.75069 -4.96914  0.122
H8 3.89337 1.35422 -4.87182  0.116
H9 3.35460 3.00098 -3.05401  0.107
H10 3.09797 2.99197 0.71487  0.039
H11 2.92527 1.35457 0.03729  0.018
H12 3.84937 1.66755 2.75964  0.105
H13 5.01933 -0.11319 4.00969  0.100
H14 3.80379 -2.19652 4.58943  0.102
H15 1.45430 -2.48636 3.91982  0.101
N2 -1.03959 5.06506 1.28625  0.036
C20 -1.18500 4.29608 0.17921  -0.243
S5 1.39322 2.94798 -0.99925  0.898
N3 -1.62162 3.12163 0.32301  -0.059
N4 -1.87093 1.95131 -0.06413  -0.049
C21 -3.17456 1.64628 -0.38172  -0.220
C22 -4.19513 2.71661 -0.47317  -0.218
C23 -4.68223 3.32163 0.68494  -0.035
C24 -5.64679 4.31274 0.61349  -0.082
C25 -6.14439 4.71001 -0.62031  -0.095
C26 -5.66961 4.11492 -1.77862  -0.085
C27 -4.69606 3.12818 -1.70374  -0.037
C28 -3.53449 0.28325 -0.37964  -0.225
C29 -4.88366 -0.14051 -0.55890  -0.008
C30 -5.20889 -1.45979 -0.44145  -0.067
C31 -4.21207 -2.41260 -0.15699  -0.075
C32 -2.92858 -1.95594 -0.04094  -0.200
N5 -2.57732 -0.66065 -0.15270  -0.080
H16 -0.66085 5.98489 1.17950  0.065
H17 -1.16548 4.70567 2.22146  0.085
H18 -4.29770 3.00612 1.64781  0.119
H19 -6.01539 4.77315 1.52107  0.100
H20 -6.90065 5.48223 -0.67796  0.098
H21 -6.05053 4.42173 -2.74416  0.099
H22 -4.31404 2.66794 -2.60680  0.115
H23 -5.64333 0.60075 -0.76038  0.111
H24 -6.24025 -1.76841 -0.55830  0.107
H25 -4.43464 -3.46225 -0.04027  0.098
H26 -2.11593 -2.64335 0.17723  0.091

Cartesian forces (eV/Å) of the 3 atoms listed first:
Y 0.523 0.000 -0.259
S 0.052 -0.018 -0.041
C -0.033 0.067 0.004